Entry 1:
A molecular structure, C45H38N5ORhSSb, computed with ωB97M-V/def2-TZVPD.

total energy = -2835.31773 hartree
ΔE to the lowest compared entry with this formula, charge and spin = 25.91 kcal/mol
LUMO energy = -4.3 eV
frontier orbital gap = 5.84 eV
HOMO = -10.2 eV

```
! wB97M-V def2-TZVPD RIJCOSX def2/J DEFGRID3
* xyz 1 1
Rh 0.898 -0.534 0.260
C 1.093 1.189 -1.002
C 1.144 0.588 -2.334
C 2.360 0.177 -2.889
C 2.419 -0.279 -4.196
C 1.263 -0.352 -4.963
C 0.044 0.035 -4.420
C -0.014 0.494 -3.115
H 0.205 1.774 -0.783
H 1.998 1.656 -0.641
H 3.256 0.237 -2.283
H 3.371 -0.566 -4.624
H 1.314 -0.695 -5.988
H -0.853 -0.003 -5.025
H -0.951 0.847 -2.695
N -4.468 -3.845 -0.360
C -3.349 -3.096 -0.271
C -2.685 -2.903 0.952
C -1.557 -2.123 0.994
N -1.036 -1.499 -0.080
C -1.666 -1.694 -1.249
C -2.794 -2.463 -1.393
H -4.834 -4.323 0.442
H -4.932 -3.974 -1.241
H -3.054 -3.361 1.860
H -1.042 -1.966 1.934
H -1.241 -1.192 -2.107
H -3.256 -2.569 -2.366
N 10.738 0.617 1.091
C 9.596 0.512 1.023
C 8.166 0.385 0.934
C 7.472 1.033 -0.085
C 6.096 0.920 -0.160
C 5.392 0.161 0.779
C 6.100 -0.486 1.796
C 7.476 -0.376 1.875
C 3.968 0.028 0.684
C 2.762 -0.082 0.603
H 8.014 1.624 -0.811
H 5.554 1.428 -0.947
H 5.557 -1.070 2.527
H 8.020 -0.869 2.669
S 0.143 0.684 1.909
Sb -2.333 1.505 0.900
C -2.132 3.391 -0.050
C -3.056 3.873 -0.970
C -2.877 5.133 -1.527
C -1.783 5.907 -1.170
C -0.858 5.424 -0.254
C -1.027 4.164 0.300
C -4.191 0.850 0.082
C -5.314 0.701 0.885
C -6.540 0.404 0.306
C -6.649 0.257 -1.069
C -5.520 0.377 -1.871
C -4.292 0.661 -1.294
C -3.018 2.126 2.808
C -3.355 1.153 3.747
C -3.838 1.525 4.993
C -3.971 2.870 5.310
C -3.613 3.840 4.386
C -3.139 3.472 3.133
H -3.923 3.287 -1.246
H -3.598 5.509 -2.241
H -1.648 6.888 -1.607
H -0.004 6.025 0.028
H -0.297 3.786 1.010
H -5.248 0.836 1.957
H -7.416 0.297 0.933
H -7.612 0.054 -1.519
H -5.597 0.256 -2.944
H -3.418 0.753 -1.929
H -3.235 0.100 3.511
H -4.098 0.767 5.720
H -4.350 3.160 6.280
H -3.696 4.888 4.640
H -2.870 4.238 2.416
N 5.452 -4.425 1.266
C 4.193 -4.919 1.356
O 3.847 -5.762 2.152
C 3.220 -4.326 0.367
C 2.895 -5.004 -0.799
C 1.982 -4.432 -1.670
C 1.428 -3.208 -1.344
N 1.721 -2.566 -0.210
C 2.601 -3.118 0.630
H 6.171 -4.825 1.848
H 5.723 -3.791 0.535
H 3.353 -5.960 -1.019
H 1.697 -4.928 -2.587
H 0.737 -2.719 -2.019
H 2.810 -2.569 1.538
*
```

***

Entry 2:
A single ClH4N2OP molecule, computed with ωB97M-V/def2-TZVPD.

total energy = -988.64251 hartree
ΔE to the lowest compared entry with this formula, charge and spin = 93.14 kcal/mol
LUMO energy = 0.2 eV
SMILES = NP(N)OCl
frontier orbital gap = 9.61 eV
HOMO = -9.4 eV

```
! wB97M-V def2-TZVPD RIJCOSX def2/J DEFGRID3
* xyz 0 1
N 0.537 -1.048 -0.578
P 0.214 0.581 -0.753
N 0.864 1.211 0.650
O -1.823 0.523 -0.195
Cl -2.279 -1.058 0.371
H -0.335 -1.395 -0.203
H 0.677 -1.462 -1.511
H 1.417 0.525 1.264
H 0.728 2.124 0.954
*
```

***

Entry 3:
2 unconnected molecules or ions with the total composition C5H12NP, computed with ωB97M-V/def2-TZVPD.

total energy = -593.75687 hartree
ΔE to the lowest compared entry with this formula, charge and spin = 24.99 kcal/mol
LUMO energy = 0.6 eV
SMILES = [H]/P=C\C.CC(C)=N
frontier orbital gap = 9.82 eV
HOMO = -9.2 eV

```
! wB97M-V def2-TZVPD RIJCOSX def2/J DEFGRID3
* xyz 0 1
H 1.751 0.967 0.479
P 2.922 1.378 -0.176
C 3.645 -0.126 -0.247
C 3.128 -1.409 0.292
H 4.618 -0.178 -0.722
H 3.752 -1.734 1.127
H 2.101 -1.313 0.643
H 3.171 -2.189 -0.467
C -2.373 1.737 0.166
C -1.946 0.296 0.102
C -2.636 -0.549 -0.922
N -1.051 -0.231 0.813
H -3.456 1.814 0.254
H -2.075 2.243 -0.752
H -1.910 2.245 1.010
H -2.119 -0.455 -1.876
H -3.667 -0.230 -1.058
H -2.605 -1.592 -0.621
H -0.614 0.397 1.487
*
```